# 1
{"formula": "C30H70FIN6O13PS", "method": "wB97M-V/def2-TZVPD", "total_charge": 1, "homo_lumo_gap_ev": 5.4, "spin_multiplicity": 1, "lumo_ha": -0.1579, "symbols": ["C", "C", "O", "C", "N", "C", "C", "S", "O", "O", "F", "N", "P", "O", "O", "C", "I", "H", "H", "H", "H", "H", "H", "H", "H", "H", "H", "C", "O", "C", "C", "N", "C", "C", "O", "C", "H", "H", "H", "H", "H", "H", "H", "H", "H", "H", "H", "H", "H", "H", "H", "C", "O", "C", "C", "N", "C", "C", "O", "C", "H", "H", "H", "H", "H", "H", "H", "H", "H", "H", "H", "H", "H", "H", "H", "C", "O", "C", "C", "N", "C", "C", "O", "C", "H", "H", "H", "H", "H", "H", "H", "H", "H", "H", "H", "H", "H", "H", "H", "C", "O", "C", "C", "N", "C", "C", "O", "C", "H", "H", "H", "H", "H", "H", "H", "H", "H", "H", "H", "H", "H", "H", "H"], "positions_angstrom": [[6.016, 4.707, -2.666], [5.356, 3.251, -2.822], [5.258, 2.703, -1.481], [4.025, 2.068, -1.229], [3.447, 2.693, 0.008], [3.976, 2.496, 1.297], [3.055, 3.261, 2.136], [3.228, 3.319, 3.940], [2.115, 3.976, 4.600], [4.450, 3.950, 4.394], [3.191, 1.775, 4.475], [2.106, 3.856, 1.279], [0.765, 4.891, 1.883], [0.919, 6.438, 1.235], [-0.700, 4.178, 1.453], [2.347, 3.512, -0.054], [1.210, 4.178, -1.727], [6.979, 4.764, -3.229], [6.238, 4.877, -1.572], [5.258, 5.467, -3.008], [4.372, 3.416, -3.332], [6.060, 2.600, -3.416], [4.199, 0.983, -0.954], [3.309, 2.061, -2.088], [4.866, 1.907, 1.601], [0.063, 6.893, 1.394], [-0.713, 3.971, 0.494], [-0.965, -3.712, 4.486], [-1.902, -2.821, 3.903], [-2.653, -2.081, 4.866], [-2.270, -0.608, 4.829], [-0.922, -0.398, 5.355], [-0.401, 0.947, 5.118], [-0.175, 1.368, 3.662], [0.859, 0.644, 3.001], [0.445, -0.588, 2.427], [-0.560, -4.341, 3.693], [-0.138, -3.166, 4.949], [-1.444, -4.358, 5.227], [-2.551, -2.497, 5.871], [-3.705, -2.175, 4.580], [-2.984, -0.036, 5.430], [-2.349, -0.273, 3.789], [-0.292, -1.064, 4.926], [0.565, 1.001, 5.630], [-1.055, 1.677, 5.604], [0.159, 2.410, 3.676], [-1.097, 1.360, 3.069], [-0.593, -0.562, 2.088], [0.596, -1.408, 3.131], [1.084, -0.785, 1.562], [1.494, 3.750, -10.007], [0.546, 4.499, -9.262], [-0.656, 3.781, -8.989], [-0.767, 3.467, -7.503], [0.216, 2.463, -7.099], [0.330, 2.302, -5.652], [0.846, 3.504, -4.851], [2.201, 3.843, -5.106], [2.403, 4.698, -6.227], [2.298, 4.424, -10.302], [1.923, 2.945, -9.403], [1.044, 3.335, -10.913], [-0.740, 2.876, -9.598], [-1.484, 4.439, -9.269], [-1.773, 3.091, -7.291], [-0.627, 4.406, -6.957], [1.124, 2.724, -7.463], [1.023, 1.472, -5.485], [-0.637, 1.989, -5.248], [0.814, 3.223, -3.789], [0.199, 4.387, -4.947], [1.567, 5.383, -6.383], [2.588, 4.110, -7.127], [3.300, 5.289, -6.037], [-2.694, -2.314, 8.302], [-3.431, -3.513, 8.127], [-2.810, -4.654, 8.719], [-3.615, -5.148, 9.914], [-3.527, -4.214, 11.033], [-4.471, -4.501, 12.114], [-5.966, -4.377, 11.798], [-6.395, -3.051, 11.522], [-6.228, -2.640, 10.175], [-3.155, -1.540, 7.689], [-2.720, -1.987, 9.345], [-1.657, -2.439, 7.976], [-1.768, -4.457, 8.992], [-2.804, -5.438, 7.955], [-3.228, -6.122, 10.227], [-4.650, -5.277, 9.581], [-3.704, -3.276, 10.697], [-4.246, -3.793, 12.919], [-4.270, -5.501, 12.510], [-6.511, -4.680, 12.697], [-6.291, -5.065, 11.008], [-6.329, -3.470, 9.471], [-5.263, -2.143, 10.042], [-7.003, -1.905, 9.952], [2.224, -3.131, -9.516], [1.004, -3.755, -9.154], [1.167, -4.828, -8.228], [0.583, -4.462, -6.870], [1.388, -3.439, -6.205], [0.750, -2.867, -5.021], [-0.545, -2.073, -5.230], [-0.373, -0.862, -5.955], [-0.407, -1.007, -7.369], [2.020, -2.442, -10.336], [2.637, -2.559, -8.680], [2.956, -3.867, -9.859], [2.213, -5.140, -8.144], [0.606, -5.676, -8.631], [0.547, -5.357, -6.243], [-0.443, -4.115, -7.037], [1.578, -2.690, -6.858], [1.483, -2.188, -4.570], [0.568, -3.662, -4.291], [-0.903, -1.773, -4.239], [-1.348, -2.678, -5.666], [-1.063, -1.820, -7.688], [0.602, -1.152, -7.763], [-0.785, -0.074, -7.790]]}

# 2
{"formula": "C30H71N10O10", "method": "wB97M-V/def2-TZVPD", "total_charge": 1, "homo_lumo_gap_ev": 9.2, "spin_multiplicity": 1, "lumo_ha": -0.0640, "symbols": ["N", "C", "C", "N", "C", "C", "C", "C", "O", "O", "H", "H", "H", "H", "H", "H", "H", "H", "H", "H", "H", "H", "H", "H", "H", "C", "C", "O", "N", "C", "H", "H", "H", "H", "H", "H", "H", "C", "C", "O", "N", "C", "H", "H", "H", "H", "H", "H", "H", "C", "C", "O", "N", "C", "H", "H", "H", "H", "H", "H", "H", "C", "C", "O", "N", "C", "H", "H", "H", "H", "H", "H", "H", "C", "C", "O", "N", "C", "H", "H", "H", "H", "H", "H", "H", "C", "C", "O", "N", "C", "H", "H", "H", "H", "H", "H", "H", "C", "C", "O", "N", "C", "H", "H", "H", "H", "H", "H", "H", "C", "C", "O", "N", "C", "H", "H", "H", "H", "H", "H", "H"], "positions_angstrom": [[0.555, 0.929, 0.105], [0.750, 1.795, -1.031], [-0.508, 1.777, -1.834], [-0.356, 2.690, -3.020], [-0.648, 4.091, -2.497], [-1.190, 3.866, -1.112], [-1.672, 2.439, -1.190], [-2.226, 1.814, 0.038], [-3.626, 1.827, 0.055], [-4.092, 0.911, -0.932], [0.687, -0.042, -0.157], [1.298, 1.111, 0.773], [1.550, 1.478, -1.689], [1.022, 2.770, -0.682], [-0.647, 0.747, -2.103], [0.538, 2.562, -3.490], [-1.042, 2.364, -3.704], [-1.442, 4.459, -3.093], [0.218, 4.698, -2.553], [-2.012, 4.514, -0.908], [-0.461, 4.038, -0.357], [-2.430, 2.475, -1.942], [-1.853, 0.816, 0.195], [-1.956, 2.388, 0.893], [-3.611, 0.087, -0.740], [0.087, -1.498, 3.069], [-0.201, -2.318, 1.836], [0.292, -2.034, 0.749], [-1.021, -3.383, 1.965], [-1.683, -3.866, 3.166], [0.755, -0.691, 2.793], [-0.831, -1.075, 3.479], [0.567, -2.108, 3.834], [-1.169, -3.888, 1.106], [-1.370, -4.885, 3.393], [-2.765, -3.861, 3.037], [-1.434, -3.235, 4.010], [4.744, -5.141, 0.556], [3.821, -3.956, 0.752], [3.973, -3.167, 1.669], [2.808, -3.803, -0.141], [2.482, -4.637, -1.280], [5.489, -5.121, 1.342], [4.193, -6.080, 0.616], [5.246, -5.092, -0.410], [2.221, -3.001, 0.045], [2.521, -4.061, -2.207], [1.474, -5.046, -1.182], [3.181, -5.461, -1.359], [-1.062, 4.373, 3.294], [-0.189, 5.336, 2.522], [-0.417, 5.618, 1.348], [0.855, 5.878, 3.178], [1.263, 5.652, 4.560], [-1.856, 4.033, 2.637], [-0.485, 3.515, 3.637], [-1.509, 4.860, 4.159], [1.399, 6.513, 2.615], [1.244, 6.594, 5.111], [2.274, 5.251, 4.593], [0.610, 4.948, 5.054], [-0.237, -0.624, -5.276], [-1.375, 0.249, -5.749], [-1.445, 1.455, -5.476], [-2.314, -0.334, -6.502], [-2.357, -1.725, -6.935], [0.446, -0.017, -4.688], [-0.606, -1.452, -4.669], [0.308, -1.038, -6.122], [-3.059, 0.285, -6.785], [-2.367, -1.776, -8.025], [-3.255, -2.209, -6.555], [-1.501, -2.262, -6.557], [4.915, 2.104, 2.905], [4.086, 2.213, 1.650], [2.872, 2.051, 1.670], [4.737, 2.496, 0.496], [6.161, 2.714, 0.297], [4.251, 1.874, 3.729], [5.653, 1.307, 2.813], [5.432, 3.041, 3.113], [4.131, 2.557, -0.306], [6.346, 3.711, -0.103], [6.568, 1.982, -0.401], [6.687, 2.619, 1.238], [-0.077, -5.777, -4.437], [-1.286, -5.042, -4.968], [-1.458, -3.844, -4.758], [-2.179, -5.756, -5.686], [-2.140, -7.171, -6.027], [0.535, -5.069, -3.888], [-0.374, -6.584, -3.768], [0.513, -6.198, -5.252], [-2.966, -5.217, -6.013], [-2.131, -7.303, -7.109], [-3.014, -7.684, -5.626], [-1.250, -7.631, -5.616], [-5.341, -3.283, -2.941], [-6.855, -3.241, -2.980], [-7.511, -4.170, -3.416], [-7.439, -2.115, -2.497], [-6.774, -0.942, -1.960], [-5.024, -4.233, -3.348], [-4.908, -2.478, -3.536], [-4.971, -3.199, -1.920], [-8.447, -2.130, -2.527], [-7.064, -0.775, -0.922], [-7.030, -0.052, -2.534], [-5.701, -1.079, -2.000], [2.812, 5.540, 8.323], [2.500, 4.099, 7.984], [1.907, 3.789, 6.961], [2.906, 3.155, 8.866], [3.615, 3.338, 10.122], [2.426, 6.167, 7.528], [2.342, 5.831, 9.262], [3.887, 5.698, 8.408], [2.670, 2.215, 8.587], [4.572, 2.815, 10.104], [3.029, 2.949, 10.955], [3.803, 4.390, 10.296]]}

# 3
{"formula": "C30H71N10O15SZr", "method": "wB97M-V/def2-TZVPD", "total_charge": 1, "homo_lumo_gap_ev": 8.2, "spin_multiplicity": 1, "lumo_ha": -0.0969, "symbols": ["Zr", "O", "H", "S", "O", "O", "O", "O", "C", "O", "N", "C", "C", "H", "H", "H", "H", "H", "H", "H", "C", "O", "N", "C", "C", "H", "H", "H", "H", "H", "H", "H", "C", "O", "N", "C", "C", "H", "H", "H", "H", "H", "H", "H", "C", "O", "N", "C", "C", "H", "H", "H", "H", "H", "H", "H", "C", "O", "N", "C", "C", "H", "H", "H", "H", "H", "H", "H", "C", "O", "N", "C", "C", "H", "H", "H", "H", "H", "H", "H", "C", "O", "N", "C", "C", "H", "H", "H", "H", "H", "H", "H", "C", "O", "N", "C", "C", "H", "H", "H", "H", "H", "H", "H", "C", "O", "N", "C", "C", "H", "H", "H", "H", "H", "H", "H", "C", "O", "N", "C", "C", "H", "H", "H", "H", "H", "H", "H"], "positions_angstrom": [[1.471, 2.424, -1.038], [1.734, 1.588, -2.887], [2.097, 1.437, -3.781], [-0.126, 0.321, 0.061], [1.239, 0.529, -0.297], [-0.171, 0.204, 1.507], [-0.309, 1.672, -0.346], [-0.844, -0.687, -0.613], [2.227, 2.066, 2.208], [2.136, 2.587, 1.085], [3.431, 1.987, 2.814], [4.682, 2.287, 2.150], [3.504, 1.501, 4.180], [1.366, 1.863, 2.864], [5.394, 1.463, 2.193], [5.149, 3.039, 2.786], [4.641, 2.622, 1.114], [2.530, 1.114, 4.482], [4.213, 0.675, 4.227], [3.853, 2.210, 4.929], [-3.366, -2.187, 0.432], [-4.205, -1.329, 0.832], [-3.391, -3.478, 0.829], [-4.316, -3.986, 1.756], [-2.230, -4.326, 0.370], [-2.562, -2.013, -0.300], [-5.111, -3.245, 1.847], [-4.022, -4.062, 2.803], [-4.791, -4.889, 1.373], [-2.350, -5.408, 0.318], [-2.147, -4.025, -0.675], [-1.411, -3.947, 0.980], [-0.483, 4.903, 0.390], [0.452, 4.187, 0.083], [-1.395, 4.499, 1.302], [-2.727, 5.010, 1.182], [-1.270, 3.302, 2.170], [-0.819, 5.840, -0.079], [-3.246, 5.226, 2.115], [-3.290, 4.219, 0.686], [-2.783, 5.981, 0.689], [-1.565, 3.520, 3.197], [-1.876, 2.452, 1.857], [-0.286, 2.834, 2.202], [-5.261, 2.912, -1.537], [-4.753, 3.968, -1.128], [-4.719, 1.695, -1.513], [-5.186, 0.623, -2.399], [-3.441, 1.493, -0.924], [-6.231, 2.945, -2.057], [-4.890, 0.939, -3.399], [-6.272, 0.669, -2.481], [-4.899, -0.393, -2.129], [-3.441, 0.648, -0.235], [-2.783, 1.085, -1.691], [-2.951, 2.330, -0.427], [-2.384, -1.537, -3.276], [-3.273, -2.312, -3.547], [-1.339, -1.296, -4.102], [-0.263, -0.526, -3.580], [-1.038, -2.016, -5.399], [-2.329, -0.954, -2.343], [0.552, -1.221, -3.376], [-0.556, 0.090, -2.730], [-0.134, 0.206, -4.377], [-0.300, -2.801, -5.237], [-1.876, -2.550, -5.846], [-0.626, -1.304, -6.114], [4.342, 0.415, -1.081], [3.714, 1.478, -0.961], [5.200, 0.232, -2.079], [5.970, -1.033, -2.151], [5.641, 1.256, -3.006], [4.273, -0.481, -0.445], [5.626, -1.775, -2.871], [5.946, -1.520, -1.176], [7.057, -0.963, -2.196], [6.107, 0.863, -3.909], [4.984, 2.022, -3.417], [6.385, 1.929, -2.580], [-0.869, 0.112, 5.020], [-0.437, 0.667, 5.980], [-1.799, -0.885, 4.999], [-2.248, -1.612, 3.797], [-2.511, -1.232, 6.268], [-0.481, 0.293, 4.006], [-2.312, -2.652, 4.118], [-1.488, -1.569, 3.017], [-3.206, -1.257, 3.419], [-2.460, -2.245, 6.666], [-2.188, -0.518, 7.025], [-3.574, -1.107, 6.063], [4.212, -2.076, 3.108], [4.221, -1.348, 2.103], [3.090, -2.282, 3.746], [2.932, -3.188, 4.884], [1.811, -1.715, 3.393], [5.048, -2.500, 3.686], [2.608, -2.764, 5.834], [3.803, -3.777, 5.170], [2.123, -3.893, 4.688], [1.388, -1.066, 4.160], [1.812, -1.206, 2.429], [1.017, -2.453, 3.269], [3.215, -3.918, -1.696], [3.577, -3.712, -2.891], [1.994, -3.903, -1.253], [1.702, -4.012, 0.160], [0.804, -3.583, -1.926], [3.870, -4.119, -0.835], [1.013, -4.845, 0.303], [1.008, -3.229, 0.463], [2.534, -4.191, 0.841], [1.009, -3.344, -2.969], [0.165, -4.467, -1.933], [0.284, -2.806, -1.366], [-1.275, 3.622, -2.805], [-0.159, 3.401, -2.293], [-1.409, 3.474, -4.137], [-2.785, 3.480, -4.774], [-0.272, 3.225, -5.063], [-2.165, 4.015, -2.291], [-3.573, 3.376, -4.028], [-2.912, 2.770, -5.591], [-2.948, 4.477, -5.185], [0.675, 3.516, -4.608], [-0.247, 2.157, -5.279], [-0.477, 3.795, -5.969]]}

# 4
{"formula": "C30H72AsF6N8O6", "method": "wB97M-V/def2-TZVPD", "total_charge": -1, "homo_lumo_gap_ev": 8.4, "e_above_lowest_ev": 1.308, "spin_multiplicity": 1, "lumo_ha": 0.0788, "symbols": ["As", "F", "F", "F", "F", "F", "F", "C", "C", "N", "C", "C", "C", "C", "H", "H", "H", "H", "H", "H", "H", "H", "H", "H", "H", "H", "H", "H", "H", "C", "C", "N", "C", "C", "C", "C", "H", "H", "H", "H", "H", "H", "H", "H", "H", "H", "H", "H", "H", "H", "H", "C", "C", "O", "N", "C", "H", "H", "H", "H", "H", "H", "H", "C", "C", "O", "N", "C", "H", "H", "H", "H", "H", "H", "H", "C", "C", "O", "N", "C", "H", "H", "H", "H", "H", "H", "H", "C", "C", "O", "N", "C", "H", "H", "H", "H", "H", "H", "H", "C", "C", "O", "N", "C", "H", "H", "H", "H", "H", "H", "H", "C", "C", "O", "N", "C", "H", "H", "H", "H", "H", "H", "H"], "positions_angstrom": [[0.078, -1.072, 0.403], [0.866, -0.216, -0.914], [0.340, -2.632, -0.476], [-0.689, -1.907, 1.763], [-0.066, 0.531, 1.206], [-1.528, -0.878, -0.300], [1.647, -1.358, 1.205], [4.309, 4.740, 0.692], [2.849, 5.117, 0.671], [2.356, 5.301, -0.749], [2.603, 4.190, -1.675], [1.785, 2.902, -1.452], [0.962, 5.757, -0.776], [0.861, 7.279, -0.839], [4.612, 3.903, 0.066], [4.530, 4.403, 1.710], [5.025, 5.550, 0.547], [2.179, 4.341, 1.053], [2.538, 6.028, 1.181], [2.298, 4.696, -2.596], [3.675, 4.010, -1.693], [1.844, 2.757, -0.366], [0.712, 3.072, -1.530], [2.172, 2.006, -1.928], [0.318, 5.368, 0.021], [0.500, 5.404, -1.701], [1.513, 7.770, -0.117], [-0.179, 7.570, -0.678], [1.148, 7.596, -1.842], [-0.293, 3.381, -5.415], [-0.442, 2.284, -4.374], [-1.671, 1.522, -4.416], [-1.857, 0.739, -3.208], [-3.349, 0.595, -2.903], [-1.713, 0.605, -5.593], [-2.887, 0.922, -6.527], [0.191, 4.266, -4.998], [-1.280, 3.690, -5.767], [0.301, 3.183, -6.311], [0.424, 1.619, -4.276], [-0.564, 2.898, -3.478], [-1.278, -0.189, -3.213], [-1.571, 1.358, -2.353], [-3.888, -0.163, -3.479], [-3.600, 0.401, -1.859], [-3.861, 1.522, -3.167], [-1.737, -0.436, -5.258], [-0.763, 0.626, -6.135], [-3.802, 1.244, -6.028], [-3.036, 0.238, -7.362], [-2.697, 1.889, -7.011], [3.165, -5.665, -0.345], [1.982, -6.062, 0.485], [1.985, -7.189, 0.985], [0.964, -5.190, 0.597], [-0.299, -5.317, 1.284], [4.126, -5.664, 0.160], [2.989, -4.667, -0.765], [3.201, -6.241, -1.271], [1.160, -4.270, 0.227], [-0.948, -6.108, 0.903], [-0.746, -4.331, 1.184], [-0.267, -5.589, 2.342], [-4.691, -1.130, 6.472], [-3.618, -0.228, 5.814], [-3.540, 0.960, 6.129], [-2.951, -0.864, 4.883], [-2.004, -0.239, 4.011], [-4.702, -0.899, 7.542], [-4.339, -2.152, 6.619], [-5.650, -0.938, 6.005], [-3.230, -1.799, 4.626], [-1.686, 0.771, 4.251], [-2.298, -0.193, 2.959], [-1.147, -0.915, 3.983], [-2.107, -3.684, -2.369], [-1.089, -3.264, -3.449], [-1.421, -3.287, -4.640], [0.133, -2.878, -3.059], [1.145, -2.479, -4.007], [-2.960, -3.034, -2.556], [-1.674, -3.382, -1.417], [-2.306, -4.751, -2.413], [0.278, -2.896, -2.043], [0.791, -1.514, -4.374], [1.349, -3.181, -4.814], [2.113, -2.362, -3.519], [-7.414, -2.502, 3.545], [-5.964, -2.392, 3.300], [-5.140, -2.878, 4.065], [-5.593, -2.013, 2.038], [-4.233, -2.001, 1.572], [-7.788, -3.525, 3.586], [-8.101, -1.949, 2.902], [-7.667, -2.077, 4.519], [-6.356, -1.889, 1.395], [-4.174, -2.458, 0.584], [-3.530, -2.500, 2.232], [-3.955, -0.953, 1.447], [-0.005, 4.125, 2.769], [1.199, 3.452, 3.351], [1.941, 4.065, 4.136], [1.528, 2.222, 2.913], [2.664, 1.449, 3.358], [-0.055, 5.210, 2.826], [-0.829, 3.806, 3.415], [-0.187, 3.907, 1.716], [0.867, 1.909, 2.215], [2.685, 1.410, 4.451], [3.589, 1.994, 3.162], [2.633, 0.407, 3.054], [7.277, -3.775, 1.756], [5.987, -3.025, 1.688], [5.154, -3.120, 2.580], [5.924, -2.156, 0.647], [4.827, -1.264, 0.418], [7.350, -4.504, 0.944], [7.545, -4.223, 2.707], [8.064, -3.060, 1.501], [6.771, -2.119, 0.106], [4.621, -1.271, -0.655], [4.816, -0.259, 0.835], [3.957, -1.831, 0.756]]}

Q: Number 4 is which compound?
A: C30H72AsF6N8O6